No. 1
{"formula": "C6H12O", "method": "ωB97M-V/def2-TZVPD", "total_charge": 0, "smiles": "C[C@H]1OCC1(C)C", "e_above_lowest_kcal_mol": 54.8, "elements": ["C", "C", "O", "C", "C", "C", "C", "H", "H", "H", "H", "H", "H", "H", "H", "H", "H", "H", "H"], "positions_angstrom": [[1.962309, -0.419201, -1.033288], [1.148319, 0.415853, -0.037333], [0.569557, 1.616119, -0.568387], [-0.598235, 1.555865, 0.248636], [-0.508587, 0.027587, 0.312061], [-0.614985, -0.702129, 1.603351], [-1.463470, -0.575218, -0.766267], [2.643444, 0.165116, -1.667145], [2.600375, -1.223973, -0.627305], [1.242580, -0.878032, -1.687809], [1.960785, 0.825870, 0.655269], [-1.390558, 2.071013, -0.318492], [-0.493135, 2.022036, 1.255650], [0.123378, -0.228120, 2.243441], [-0.333790, -1.742057, 1.414336], [-1.608595, -0.675703, 2.050575], [-1.181684, -1.602969, -1.005635], [-1.503366, 0.014018, -1.691669], [-2.510342, -0.634042, -0.386828]], "forces_ev_per_a": [[-0.446, -0.076, -0.414], [-0.248, -0.001, -0.832], [0.492, 1.093, -0.577], [0.215, 0.262, -0.113], [0.940, 0.331, -0.298], [0.112, 0.023, 0.232], [0.681, -0.107, 0.069], [-0.300, 0.310, 0.305], [-0.536, 0.420, 0.417], [-0.144, -0.412, -0.623], [-1.713, -1.125, 0.705], [-0.159, -0.500, 0.465], [0.218, -0.057, -0.530], [-0.124, -0.302, 0.617], [-0.013, 0.016, 0.284], [-0.036, 0.009, 0.058], [0.031, 0.006, -0.118], [0.240, -0.139, 0.231], [0.788, 0.248, 0.123]], "nbo_charge": [-0.6542, 0.0961, -0.5556, -0.0818, -0.0121, -0.6261, -0.6268, 0.2253, 0.2180, 0.2053, 0.1830, 0.1852, 0.1610, 0.2127, 0.2125, 0.2075, 0.2096, 0.2211, 0.2193]}

=====

No. 2
{"formula": "C6H12O", "method": "ωB97M-V/def2-TZVPD", "total_charge": 0, "e_above_lowest_kcal_mol": 93.5, "elements": ["C", "C", "C", "C", "C", "C", "O", "H", "H", "H", "H", "H", "H", "H", "H", "H", "H", "H", "H"], "positions_angstrom": [[0.988181, 1.873706, 1.532675], [0.517151, 1.267349, 0.203590], [-0.028477, -0.112539, 0.245551], [-0.755648, -0.460666, -1.008772], [-1.614888, -1.731538, -0.936545], [1.120605, -1.092251, 0.157615], [1.256101, -2.047910, 0.878532], [0.994141, 2.959250, 1.430380], [0.316139, 1.610345, 2.358098], [2.008485, 1.585872, 1.853073], [-0.672330, 1.775384, -0.617789], [1.252480, 1.406625, -0.595435], [-0.623408, -0.310834, 1.147099], [-0.102388, -0.447754, -1.889296], [-1.258639, 0.979052, -1.190739], [-2.115779, -1.887951, -1.892733], [-2.373612, -1.636821, -0.153707], [-1.056878, -2.664514, -0.712931], [1.830198, -0.859868, -0.672201]], "forces_ev_per_a": [[-0.351, 0.243, -0.263], [-1.483, 1.161, -1.016], [0.515, -0.463, -0.031], [-1.189, 1.808, -0.605], [-0.253, 0.460, -0.174], [0.137, -0.155, 0.636], [0.164, 0.145, -0.291], [0.024, 0.034, 0.149], [0.033, 0.075, -0.231], [-0.422, -0.121, -0.482], [2.494, -0.173, 2.244], [0.019, -0.121, 0.106], [0.140, 0.030, -0.247], [0.015, -0.107, 0.165], [0.150, -3.360, 0.039], [-0.082, -0.030, 0.075], [0.040, 0.016, -0.140], [0.107, 0.705, -0.110], [-0.059, -0.147, 0.177]], "nbo_charge": [-0.6450, -0.2503, -0.4375, -0.2526, -0.6490, 0.4694, -0.5324, 0.2247, 0.2123, 0.2204, 0.1141, 0.2007, 0.2306, 0.2003, 0.1232, 0.2210, 0.2134, 0.2303, 0.1066]}

=====

No. 3
{"formula": "C6H12O", "method": "ωB97M-V/def2-TZVPD", "total_charge": 0, "smiles": "C=CC(=C)CC.O", "e_above_lowest_kcal_mol": 34.9, "elements": ["C", "C", "C", "C", "C", "C", "H", "H", "H", "H", "H", "H", "H", "H", "H", "H", "O", "H", "H"], "positions_angstrom": [[0.601570, 0.176144, 2.580238], [0.607007, 0.775436, 1.400568], [-0.237433, 0.431589, 0.240143], [-0.001663, 1.058962, -0.913296], [-1.383965, -0.558442, 0.353236], [-2.733378, 0.140231, 0.271370], [1.210419, 0.551755, 3.391892], [0.006180, -0.706556, 2.769766], [1.253052, 1.619740, 1.198290], [0.712772, 1.865923, -1.048881], [-0.546320, 0.777541, -1.808639], [-1.229578, -1.289118, -0.448140], [-1.320540, -1.100078, 1.291121], [-2.861172, 0.605495, -0.710109], [-2.844435, 0.905605, 1.035197], [-3.551958, -0.583682, 0.301549], [2.902241, -1.440874, -3.032782], [2.044047, -1.541636, -3.451088], [2.708335, -1.232237, -2.113559]], "forces_ev_per_a": [[0.127, -0.025, 0.233], [-0.520, 0.132, -0.451], [0.220, 0.174, 0.098], [-0.139, -0.108, -0.396], [0.704, 0.100, -0.068], [-0.302, -0.318, -0.885], [0.089, -0.134, -0.022], [-0.091, 0.081, 0.106], [0.152, 0.115, 0.249], [0.109, -0.231, 0.246], [-0.145, 0.112, 0.032], [-0.396, 0.003, 0.073], [0.046, -0.139, 0.086], [0.202, 0.234, 0.127], [-0.070, -0.058, 0.100], [0.036, 0.037, 0.450], [0.084, 0.003, 0.047], [-0.077, 0.001, -0.017], [-0.027, 0.018, -0.010]], "nbo_charge": [-0.3843, -0.2085, -0.0177, -0.3913, -0.4360, -0.5947, 0.2043, 0.1905, 0.2020, 0.2003, 0.1901, 0.2133, 0.2056, 0.2045, 0.2124, 0.2090, -0.9377, 0.4672, 0.4711]}

=====

No. 4
{"formula": "C6H12O", "method": "ωB97M-V/def2-TZVPD", "total_charge": 0, "smiles": "C=C/C(C)=C/C.O", "e_above_lowest_kcal_mol": 37.9, "elements": ["C", "C", "C", "C", "C", "C", "H", "H", "H", "H", "H", "H", "H", "H", "H", "H", "O", "H", "H"], "positions_angstrom": [[3.208019, -1.412268, -0.797917], [2.903908, -0.452956, 0.055437], [1.537092, 0.123108, 0.243113], [1.255763, 0.700179, 1.607985], [0.708978, 0.252330, -0.797903], [-0.639942, 0.945121, -0.650881], [2.530896, -1.847663, -1.500977], [4.228462, -1.771996, -0.879641], [3.607490, -0.069667, 0.779619], [0.864316, 1.709052, 1.555819], [2.122596, 0.660050, 2.264207], [0.505691, 0.071336, 2.100520], [1.009952, -0.167926, -1.738316], [-1.303357, 0.378356, -1.303092], [-0.562970, 1.945638, -1.064878], [-1.036812, 0.877321, 0.352419], [-6.724851, -0.281291, 0.085978], [-6.255497, -1.093983, 0.274762], [-6.137728, 0.275232, -0.450728]], "forces_ev_per_a": [[1.198, -0.080, -0.151], [-1.356, -0.001, 0.551], [0.982, 0.328, -0.610], [-0.389, -0.706, 0.053], [-0.416, 0.425, 1.599], [0.741, -1.361, -1.243], [-0.579, -0.129, -0.131], [-0.025, 0.023, 0.088], [0.467, -0.073, -0.129], [0.010, 0.208, 0.069], [0.139, 0.179, -0.136], [-0.086, 0.169, 0.047], [-0.047, 0.105, -0.457], [-0.431, 0.208, -0.028], [-0.250, 0.326, 0.300], [0.041, 0.378, 0.179], [-0.047, 0.523, -0.234], [0.236, -0.082, -0.067], [-0.188, -0.441, 0.300]], "nbo_charge": [-0.3845, -0.1971, -0.0446, -0.6481, -0.1624, -0.6516, 0.1913, 0.1964, 0.1971, 0.2202, 0.2154, 0.2202, 0.1986, 0.2129, 0.2205, 0.2155, -0.9411, 0.4701, 0.4710]}

=====

No. 5
{"formula": "C6H12O", "method": "ωB97M-V/def2-TZVPD", "total_charge": 0, "smiles": "C=CC=C(C)C.O", "e_above_lowest_kcal_mol": 40.7, "elements": ["C", "C", "C", "C", "C", "C", "H", "H", "H", "H", "H", "H", "H", "H", "H", "H", "O", "H", "H"], "positions_angstrom": [[-1.570654, 1.067393, -2.031593], [-1.649519, 1.478750, -0.775979], [-0.541721, 1.411725, 0.197004], [-0.017625, 0.288735, 0.696818], [-0.572346, -1.056583, 0.326566], [1.242093, 0.348405, 1.527341], [-0.651048, 0.609952, -2.377162], [-2.402147, 1.153976, -2.717694], [-2.478592, 2.087061, -0.418478], [-0.126315, 2.363769, 0.519618], [-1.614513, -1.142551, 0.652116], [-0.070465, -1.891928, 0.811831], [-0.649751, -1.353310, -0.718400], [1.140768, 1.002842, 2.395457], [2.063169, 0.747748, 0.928623], [1.557513, -0.617729, 1.909708], [2.011224, -2.525180, -0.245813], [2.868340, -2.226679, -0.583172], [1.461582, -1.746398, -0.096790]], "forces_ev_per_a": [[-0.051, -0.221, 0.131], [0.198, 0.872, 0.446], [0.223, -0.412, 0.095], [0.251, 0.296, -0.847], [-0.931, -0.923, 0.362], [0.053, 0.187, 0.300], [-0.108, -0.135, -0.122], [0.063, 0.106, -0.064], [-0.344, -0.316, -0.247], [-0.036, 0.022, 0.002], [0.012, 0.144, 0.143], [0.057, 0.133, 0.296], [0.380, 0.522, -0.235], [-0.090, 0.058, -0.067], [0.041, -0.034, 0.014], [-0.076, -0.180, -0.022], [0.348, -0.080, -0.121], [-0.409, 0.047, 0.156], [0.419, -0.086, -0.221]], "nbo_charge": [-0.3786, -0.2092, -0.2389, 0.0196, -0.6968, -0.6566, 0.1933, 0.2019, 0.2013, 0.2029, 0.2397, 0.2178, 0.2368, 0.2274, 0.2204, 0.2186, -0.9462, 0.4715, 0.4752]}

=====

No. 6
{"formula": "C6H12O", "method": "ωB97M-V/def2-TZVPD", "total_charge": 0, "smiles": "CC1(O)CCCC1", "e_above_lowest_kcal_mol": 27.2, "elements": ["C", "C", "O", "C", "C", "C", "C", "H", "H", "H", "H", "H", "H", "H", "H", "H", "H", "H", "H"], "positions_angstrom": [[-1.083434, -0.365393, -1.905609], [-0.573293, -0.016430, -0.516951], [-1.542656, 0.745505, 0.195212], [-0.260298, -1.164607, 0.431579], [0.495876, -0.201466, 1.690011], [1.260653, 0.879819, 0.885877], [0.741780, 0.778266, -0.555013], [-2.019086, -0.931678, -1.857901], [-0.337235, -0.954708, -2.453162], [-1.267676, 0.562396, -2.458842], [-1.405857, 0.342557, 1.077962], [-1.149404, -1.754110, 0.741270], [0.465392, -1.890971, -0.009546], [0.056574, 0.301461, 2.607257], [1.128133, -0.962030, 2.115327], [2.343050, 0.710484, 0.912134], [1.104615, 1.899926, 1.262662], [1.474323, 0.255232, -1.177702], [0.568542, 1.765746, -0.984566]], "forces_ev_per_a": [[0.005, -0.005, 0.082], [0.420, -0.190, -0.162], [-0.136, -0.276, 0.462], [0.587, 0.899, 1.351], [0.180, -1.260, -0.681], [-0.006, -0.168, -0.125], [0.063, 0.114, -0.296], [0.135, 0.089, 0.036], [-0.148, 0.117, 0.098], [-0.003, -0.180, 0.038], [-0.842, 1.052, -0.307], [0.420, 0.564, -0.063], [-0.179, 0.720, 0.675], [-0.713, -1.000, -1.373], [0.686, 0.005, 0.303], [-0.185, -0.024, 0.038], [-0.146, -0.431, 0.127], [-0.123, 0.025, -0.084], [-0.016, -0.050, -0.119]], "nbo_charge": [-0.6170, 0.2243, -0.7262, -0.4183, -0.4547, -0.4248, -0.4188, 0.2168, 0.2083, 0.2193, 0.4761, 0.2195, 0.2156, 0.2271, 0.2137, 0.2104, 0.2120, 0.1988, 0.2177]}

=====

No. 7
{"formula": "C6H12O", "method": "ωB97M-V/def2-TZVPD", "total_charge": 0, "smiles": "CCC/C=C/CO", "e_above_lowest_kcal_mol": 36.7, "elements": ["C", "C", "C", "C", "C", "C", "O", "H", "H", "H", "H", "H", "H", "H", "H", "H", "H", "H", "H"], "positions_angstrom": [[1.391845, -0.152564, -2.560906], [-0.043091, -0.287902, -1.986509], [-0.250446, 0.828590, -0.912444], [-0.947636, 0.543504, 0.386396], [-0.274501, -0.025311, 1.385916], [-0.782810, -0.286922, 2.750194], [0.256659, -0.240175, 3.746085], [2.058570, -0.598403, -1.823798], [1.640905, 0.848690, -2.892478], [1.485293, -0.825381, -3.422005], [-0.734764, -0.144061, -2.813249], [-0.148247, -1.283093, -1.561395], [-0.637172, 1.654159, -1.508315], [0.739805, 1.230323, -0.671242], [-2.002837, 0.770654, 0.491136], [0.809013, -0.110474, 1.320700], [-1.232018, -1.290137, 2.788843], [-1.540282, 0.440225, 3.052905], [0.211716, -1.071721, 4.230166]], "forces_ev_per_a": [[-0.856, -1.561, -0.131], [0.822, 0.774, 0.217], [0.691, 0.333, -0.913], [0.253, -0.554, -0.213], [0.415, 1.251, -0.081], [-0.447, -0.679, 0.921], [-0.067, -0.197, -0.341], [0.425, 0.658, 0.086], [0.157, 0.168, 0.287], [-0.013, 0.216, -0.089], [-0.351, -0.226, 0.132], [-0.184, -0.063, -0.015], [-0.701, 0.249, 0.450], [0.106, -0.369, 0.235], [-0.080, -0.044, 0.000], [-0.054, -0.345, -0.263], [-0.126, 0.192, -0.041], [-0.135, -0.055, -0.221], [0.145, 0.251, -0.017]], "nbo_charge": [-0.6059, -0.3814, -0.4454, -0.1742, -0.2125, -0.1011, -0.7229, 0.2047, 0.2050, 0.2037, 0.1937, 0.2012, 0.2100, 0.2053, 0.1961, 0.2052, 0.1701, 0.1788, 0.4697]}

=====

No. 8
{"formula": "C6H12O", "method": "ωB97M-V/def2-TZVPD", "total_charge": 0, "smiles": "CC(C)[C@H]1C[C@H]1O", "e_above_lowest_kcal_mol": 64.3, "elements": ["C", "C", "C", "C", "C", "C", "O", "H", "H", "H", "H", "H", "H", "H", "H", "H", "H", "H", "H"], "positions_angstrom": [[-1.555080, -1.149834, 0.583418], [-0.811862, 0.101203, 0.129627], [-1.545667, 0.841997, -0.981014], [0.555556, -0.297038, -0.333261], [1.616623, 0.669930, -0.587838], [1.772122, -0.475844, 0.532080], [2.423147, 0.272661, 1.531514], [-0.961205, -1.692215, 1.327307], [-2.527208, -0.900146, 1.017268], [-1.724685, -1.822475, -0.267925], [-0.690067, 0.773936, 0.992750], [-2.540789, 1.153819, -0.652197], [-1.666504, 0.193431, -1.857663], [-0.992471, 1.730722, -1.303708], [0.572124, -1.070633, -1.103505], [2.434202, 0.589153, -1.272317], [1.449907, 1.687859, -0.184077], [2.351870, -1.393499, 0.349237], [1.839988, 0.786974, 2.080306]], "forces_ev_per_a": [[-0.114, -0.050, 0.068], [-0.081, 0.072, 0.033], [-0.123, 0.070, -0.070], [-0.416, -0.186, 0.042], [0.640, -0.414, -0.205], [1.442, 1.756, -1.714], [-0.220, -0.975, 2.131], [-0.152, 0.053, -0.067], [0.071, -0.066, -0.014], [0.020, 0.119, 0.138], [-0.060, -0.034, -0.121], [0.059, -0.012, -0.059], [0.002, 0.062, 0.118], [-0.072, -0.125, 0.081], [-0.326, -0.326, 0.419], [-0.385, 0.056, -1.114], [0.448, -0.880, 0.126], [-0.169, 0.754, -0.166], [-0.566, 0.125, 0.375]], "nbo_charge": [-0.5980, -0.2240, -0.6014, -0.2302, -0.4334, 0.0551, -0.7062, 0.2137, 0.2089, 0.2019, 0.1904, 0.2093, 0.2028, 0.2140, 0.2270, 0.2212, 0.1999, 0.1835, 0.4657]}

=====

Computed values of LUMO level (unit: eV) for the preceding records, in sequence: 1.0; 0.8; 0.7; 0.7; 0.9; 1.0; 1.0; 0.9.
Computed values of energy (unit: eV) for the preceding records, in sequence: -8461.97895; -8460.29764; -8462.84064; -8462.70951; -8462.58844; -8463.17420; -8462.76315; -8461.56727.
Computed values of Kohn-Sham gap (unit: eV) for the preceding records, in sequence: 10.290; 10.018; 9.630; 9.197; 9.748; 10.906; 10.166; 9.040.